The following is a DFT calculation (ωB97M-V with the def2-TZVPD basis set) of a structure of composition C3H6FO3STi.

The geometry in XYZ format:
```
15
Properties=species:S:1:pos:R:3:forces:R:3
C 1.360581 0.842001 0.440172 1.004 -1.603 -0.176
C 0.710857 -0.416599 -0.317027 -0.661 0.908 2.825
F 1.658891 -1.548323 -0.107538 0.202 1.191 -1.877
C -0.674751 -0.895424 0.254344 0.748 -1.348 -1.162
S -2.007875 0.369428 0.127598 -5.672 3.888 -0.227
O -2.933327 -0.028182 -1.005522 3.404 0.398 1.686
O -2.810356 0.225436 1.401163 3.234 0.300 -2.376
O -1.436532 1.846815 -0.126921 -0.332 -5.440 0.895
H 2.159841 0.436165 1.152083 -1.045 0.367 -0.954
H 0.638807 1.425008 1.084012 0.491 -0.340 -1.392
H 1.921014 1.466940 -0.332562 -0.688 0.063 0.863
H 0.660947 -0.296154 -1.487696 -1.293 -0.342 1.018
H -0.625029 -1.299938 1.319884 0.378 1.045 -1.253
H -1.002384 -1.789585 -0.377337 0.152 1.315 0.759
Ti 2.379316 -0.337589 -2.024655 0.078 -0.402 1.371
```
Positions in Å, forces in eV/Å.

Its lowest unoccupied orbital energy is -0.3253 Eh. Its calculated total energy is -46001.31259 eV. The largest force on an atom comes out at 6.9 eV Å⁻¹. Its total charge is +1.